# 1
Density functional theory data (the ωB97M-V functional and the def2-TZVPD basis) for a structure of composition C9H21ClN2Si.

Molar mass = 220.8 u
Frontier orbital gap = 7.9 eV
F_max = 5.29 eV Å⁻¹
HOMO level = -7.33 eV
E_LUMO = 0.61 eV

```
! wB97M-V def2-TZVPD RIJCOSX def2/J DEFGRID3
* xyz 0 1
C 3.6526 0.1686 -0.8937
C -1.1309 -1.2741 -3.2513
C -2.9767 2.1950 2.2820
C 1.7419 -0.2920 2.4162
C -1.4541 -0.8697 -1.8117
C -1.6656 2.0785 1.3983
C -0.7055 0.4243 -1.2060
C -1.3842 0.6212 1.0261
C 2.3397 -2.6203 -0.2219
N 2.3563 0.4430 -0.7399
N -0.3227 0.4221 0.1131
Si 1.3238 0.0457 0.5383
Cl 3.7418 -2.1863 -0.9648
H 3.9736 0.2409 -1.9814
H 4.3803 0.3749 -0.1209
H -1.4349 -0.5015 -4.0308
H -0.0702 -1.4840 -3.3008
H -1.6928 -2.2737 -3.3766
H -3.8968 1.6945 1.8416
H -2.7194 1.7483 3.2715
H -3.0054 3.2752 2.3632
H 2.8282 -0.1507 2.7278
H 1.2957 0.5470 3.0861
H 1.4594 -1.3980 2.6112
H -1.1861 -1.5860 -1.0721
H -2.5578 -0.8072 -1.9043
H -0.8473 2.6070 1.8204
H -1.7983 2.6928 0.4917
H 0.1784 0.6385 -1.8665
H -1.3525 1.2422 -1.4528
H -1.2318 0.1086 1.8912
H -2.2708 0.3200 0.5784
H 2.6074 -3.2274 0.7064
H 1.8247 -3.2175 -0.9680
*
```

Löwdin atomic charge list, values in e, 2 entries: -0.321 -0.131

# 2
Density functional theory data (the ωB97M-V functional and the def2-TZVPD basis) for a structure of composition C16H20AuN6O3.

Energy above the lowest of the compared OMol25 structures with the same formula, charge and spin = 21.8 kcal per mole
Molar mass = 541.3 u
Frontier orbital gap (spin up / spin down) = 8.1 / 5.0 eV
F_max = 4.20 eV Å⁻¹
<S²> = 2.04
HOMO level (spin up / spin down) = -11.21 / -11.04 eV
E_LUMO (spin up / spin down) = -3.15 / -6.00 eV

```
! wB97M-V def2-TZVPD RIJCOSX def2/J DEFGRID3
* xyz 1 3
Au 0.3203 -0.5910 0.0573
O 0.6679 1.3827 -1.1085
N -0.1704 2.2989 -0.9150
N -1.1677 2.0827 -0.1534
O -1.3255 1.0291 0.5631
C -2.1556 3.0979 -0.1035
C -3.4917 2.7274 -0.0174
C -4.4679 3.7009 0.0601
C -4.1089 5.0380 0.0819
C -2.7745 5.4010 -0.0076
C -1.7869 4.4386 -0.1171
H -3.7525 1.6825 -0.0276
H -5.5070 3.4187 0.1087
H -4.8701 5.7971 0.1675
H -2.5045 6.4453 0.0209
H -0.7466 4.7147 -0.1882
N -2.6976 -3.5613 -0.1047
C -3.6099 -2.5521 -0.1878
C -2.8925 -1.3931 -0.2782
N -1.5740 -1.6863 -0.2534
C -1.4698 -3.0022 -0.1409
C -0.1855 -3.6141 -0.0397
N 0.8938 -2.8550 0.0277
C 1.9555 -3.6809 0.1268
C 1.5170 -4.9766 0.1166
N 0.1589 -4.9223 0.0130
H -2.9121 -4.5410 -0.0159
H -4.6640 -2.7307 -0.1789
H -3.2363 -0.3831 -0.3380
H 2.9562 -3.3138 0.2099
H 2.0512 -5.9018 0.1694
H -0.4591 -5.7181 -0.0137
C 3.5133 1.5593 0.4188
C 3.3333 0.0086 0.3466
C 4.4868 -0.6524 1.1342
C 3.3950 -0.3642 -1.1455
O 2.1630 -0.3221 0.9374
H 4.4879 1.8227 0.0213
H 3.4271 1.8797 1.4510
H 2.7337 2.0286 -0.1704
H 5.4421 -0.3784 0.6971
H 4.3787 -1.7352 1.1190
H 4.4528 -0.3285 2.1704
H 4.2967 0.0312 -1.6015
H 2.5347 0.0619 -1.6537
H 3.3667 -1.4438 -1.2561
*
```

Löwdin atomic charge list, values in e, 2 entries: 1.097 -0.062

# 3
Density functional theory data (the ωB97M-V functional and the def2-TZVPD basis) for a structure of composition C40H44AsF4N2OPRu.

Energy above the lowest of the compared OMol25 structures with the same formula, charge and spin = 0.0 kcal per mole
Molar mass = 851.8 u
Frontier orbital gap (spin up / spin down) = 7.8 / 7.0 eV
F_max = 0.46 eV Å⁻¹
<S²> = 0.76
HOMO level (spin up / spin down) = -10.36 / -10.58 eV
E_LUMO (spin up / spin down) = -2.55 / -3.61 eV

```
! wB97M-V def2-TZVPD RIJCOSX def2/J DEFGRID3
* xyz 1 2
Ru 0.9504 -1.8670 -0.2797
C 2.6506 -3.0921 -2.3430
N 1.8798 -1.8360 -2.1380
C 1.0373 -1.6528 -3.3390
C 2.8292 -0.6883 -2.0373
C 3.5478 -0.7282 -0.7044
N 2.5207 -0.9636 0.3128
C 2.8129 -0.9623 1.6616
C 1.7821 -1.2843 2.5508
F 0.5613 -1.6117 2.0233
C 1.9381 -1.3086 3.9163
F 0.8904 -1.6293 4.6753
C 3.1590 -1.0100 4.4874
C 4.1959 -0.6931 3.6340
F 5.3948 -0.3988 4.1324
C 4.0456 -0.6674 2.2567
F 5.1145 -0.3503 1.5128
H 3.1458 -3.0565 -3.3165
H 1.9666 -3.9344 -2.2967
H 3.3911 -3.2007 -1.5595
H 1.6760 -1.5817 -4.2226
H 0.4421 -0.7505 -3.2501
H 0.3880 -2.5201 -3.4460
H 2.2154 0.2125 -2.0844
H 3.5147 -0.6958 -2.8881
H 4.0569 0.2220 -0.5454
H 4.3109 -1.5114 -0.6790
H 3.2995 -1.0265 5.5579
C 1.1745 -4.8786 2.2151
C 1.5984 -4.8660 0.7466
C 3.1187 -4.8136 0.6563
C 1.0548 -6.0965 0.0267
O 1.0019 -3.7320 0.1385
H 1.4346 -5.8243 2.6956
H 0.0960 -4.7377 2.2856
H 1.6718 -4.0777 2.7679
H 3.5503 -5.5674 1.3172
H 3.4888 -3.8377 0.9841
H 3.4816 -5.0199 -0.3507
H 1.5363 -7.0082 0.3858
H 1.2333 -6.0148 -1.0466
H -0.0194 -6.1852 0.1925
C -0.7513 1.0731 0.8418
C -2.0917 1.7858 0.9629
As -1.9783 3.3689 2.1755
C -3.4002 4.4032 1.3305
C -4.6172 3.7832 1.0567
C -5.6689 4.5029 0.5081
C -5.5174 5.8554 0.2377
C -4.3134 6.4828 0.5221
C -3.2597 5.7618 1.0670
C -0.4476 4.1980 1.2862
C -0.4419 4.4804 -0.0796
C 0.6814 5.0250 -0.6806
C 1.8147 5.2984 0.0784
C 1.8178 5.0259 1.4369
C 0.6891 4.4768 2.0374
P -0.6279 -0.1034 -0.5397
C -1.8013 -1.4623 -0.2938
C -1.9856 -2.3655 -1.3477
C -2.6657 -3.5564 -1.1408
C -3.1615 -3.8587 0.1178
C -2.9852 -2.9675 1.1696
C -2.3055 -1.7786 0.9703
C -1.1426 0.8527 -1.9839
C -2.3634 0.6877 -2.6299
C -2.6974 1.5107 -3.6970
C -1.8240 2.5037 -4.1161
C -0.6092 2.6816 -3.4656
C -0.2705 1.8595 -2.4037
H -0.4921 0.5240 1.7515
H 0.0703 1.7774 0.6766
H -2.8293 1.1137 1.4042
H -2.4772 2.1074 -0.0056
H -4.7593 2.7300 1.2745
H -6.6088 4.0083 0.2996
H -6.3367 6.4198 -0.1876
H -4.1914 7.5394 0.3216
H -2.3259 6.2672 1.2822
H -1.3276 4.2848 -0.6750
H 0.6728 5.2531 -1.7398
H 2.6881 5.7344 -0.3889
H 2.6934 5.2460 2.0337
H 0.6978 4.2665 3.1007
H -1.6080 -2.1331 -2.3364
H -2.8052 -4.2474 -1.9613
H -3.6907 -4.7878 0.2815
H -3.3732 -3.2054 2.1509
H -2.1513 -1.1076 1.8059
H -3.0639 -0.0686 -2.2994
H -3.6488 1.3799 -4.1950
H -2.0922 3.1446 -4.9453
H 0.0706 3.4610 -3.7838
H 0.6741 2.0140 -1.8916
*
```

Löwdin atomic charge list, values in e, 2 entries: 1.207 -0.055

# 4
Density functional theory data (the ωB97M-V functional and the def2-TZVPD basis) for the ion C4H5N2O with charge +1.

Energy above the lowest of the compared OMol25 structures with the same formula, charge and spin = 98.1 kcal per mole
Molar mass = 97.1 u
Frontier orbital gap = 7.8 eV
F_max = 5.69 eV Å⁻¹
SMILES string = C=[N+]=CCC#[N+][O-]
HOMO level = -13.34 eV
E_LUMO = -5.53 eV

```
! wB97M-V def2-TZVPD RIJCOSX def2/J DEFGRID3
* xyz 1 1
C -0.3285 0.5377 -0.0187
C 2.1120 -0.3864 0.2014
C -2.7829 0.2776 -0.1049
C 0.6160 -0.6049 0.0849
N -1.5809 0.4674 -0.1558
N 3.2009 0.0170 -0.0430
O 4.2953 0.3060 -0.2308
H 0.2369 1.4252 0.0999
H -3.2840 0.1519 0.9384
H -3.3542 0.4321 -1.0917
H 0.2417 -1.1868 1.0524
H 0.6276 -1.4367 -0.7322
*
```

Löwdin atomic charge list, values in e, 2 entries: 0.011 0.027

Repeat the second record exactly.
Density functional theory data (the ωB97M-V functional and the def2-TZVPD basis) for a structure of composition C16H20AuN6O3.

Energy above the lowest of the compared OMol25 structures with the same formula, charge and spin = 21.8 kcal per mole
Molar mass = 541.3 u
Frontier orbital gap (spin up / spin down) = 8.1 / 5.0 eV
F_max = 4.20 eV Å⁻¹
<S²> = 2.04
HOMO level (spin up / spin down) = -11.21 / -11.04 eV
E_LUMO (spin up / spin down) = -3.15 / -6.00 eV

```
! wB97M-V def2-TZVPD RIJCOSX def2/J DEFGRID3
* xyz 1 3
Au 0.3203 -0.5910 0.0573
O 0.6679 1.3827 -1.1085
N -0.1704 2.2989 -0.9150
N -1.1677 2.0827 -0.1534
O -1.3255 1.0291 0.5631
C -2.1556 3.0979 -0.1035
C -3.4917 2.7274 -0.0174
C -4.4679 3.7009 0.0601
C -4.1089 5.0380 0.0819
C -2.7745 5.4010 -0.0076
C -1.7869 4.4386 -0.1171
H -3.7525 1.6825 -0.0276
H -5.5070 3.4187 0.1087
H -4.8701 5.7971 0.1675
H -2.5045 6.4453 0.0209
H -0.7466 4.7147 -0.1882
N -2.6976 -3.5613 -0.1047
C -3.6099 -2.5521 -0.1878
C -2.8925 -1.3931 -0.2782
N -1.5740 -1.6863 -0.2534
C -1.4698 -3.0022 -0.1409
C -0.1855 -3.6141 -0.0397
N 0.8938 -2.8550 0.0277
C 1.9555 -3.6809 0.1268
C 1.5170 -4.9766 0.1166
N 0.1589 -4.9223 0.0130
H -2.9121 -4.5410 -0.0159
H -4.6640 -2.7307 -0.1789
H -3.2363 -0.3831 -0.3380
H 2.9562 -3.3138 0.2099
H 2.0512 -5.9018 0.1694
H -0.4591 -5.7181 -0.0137
C 3.5133 1.5593 0.4188
C 3.3333 0.0086 0.3466
C 4.4868 -0.6524 1.1342
C 3.3950 -0.3642 -1.1455
O 2.1630 -0.3221 0.9374
H 4.4879 1.8227 0.0213
H 3.4271 1.8797 1.4510
H 2.7337 2.0286 -0.1704
H 5.4421 -0.3784 0.6971
H 4.3787 -1.7352 1.1190
H 4.4528 -0.3285 2.1704
H 4.2967 0.0312 -1.6015
H 2.5347 0.0619 -1.6537
H 3.3667 -1.4438 -1.2561
*
```

Löwdin atomic charge list, values in e, 2 entries: 1.097 -0.062